# 1
DFT (ωB97M-V with the def2-TZVPD basis set) results for a molecular structure, C13H14ClN4O4RuSe4Te2.

Results
- E_LUMO (alpha / beta): -0.8746 / -1.1162 eV
- <S²>: 0.809
- HOMO (alpha / beta): -7.1 / -7.1 eV
- Energy: -318927.8761 eV
- Spin multiplicity: 2
- ΔE to the lowest compared entry with this formula, charge and spin: 0.0 kJ/mol

Last column: Mulliken spin population.
Geometry (Å):
Ru 0.33 -1.13 -0.11  1.09
O -2.41 2.04 1.33  0.00
Cl -1.92 0.72 1.47  0.01
O -1.60 0.42 2.85  0.00
O -0.66 0.65 0.66  0.02
O -2.83 -0.28 0.98  0.00
Se 3.30 -1.69 -1.04  0.03
Se 4.43 0.00 0.06  0.00
C 3.25 0.16 1.57  0.01
C 3.83 0.83 2.64  0.00
C 3.10 0.99 3.81  0.00
C 1.83 0.46 3.86  0.00
C 1.34 -0.19 2.75  0.00
N 2.01 -0.33 1.59  0.01
C 2.32 -0.46 -2.15  0.01
C 2.85 0.04 -3.32  0.00
C 2.19 1.09 -3.95  0.00
C 1.06 1.62 -3.36  0.00
C 0.58 1.05 -2.19  -0.01
N 1.17 0.00 -1.63  -0.02
H 4.84 1.19 2.56  0.00
H 3.53 1.52 4.65  0.00
H 1.21 0.55 4.74  0.00
H 0.35 -0.61 2.78  0.00
H 3.76 -0.38 -3.71  0.00
H 2.58 1.50 -4.87  0.00
H 0.53 2.46 -3.79  0.00
H -0.32 1.42 -1.71  0.01
Se -2.78 0.62 -2.50  -0.07
Te -1.99 -1.42 -1.55  -0.10
Te -0.43 -2.56 -3.52  0.00
Se 0.61 -3.28 -1.32  0.05
C -3.19 -2.51 3.59  0.00
N -2.41 -3.29 2.63  0.00
C -2.58 -4.74 2.58  0.00
C -1.44 -2.72 1.97  -0.01
N -0.57 -2.25 1.38  0.00
H -4.25 -2.73 3.44  0.00
H -3.02 -1.45 3.42  0.00
H -2.91 -2.78 4.61  0.00
H -3.63 -4.97 2.41  0.00
H -2.26 -5.19 3.52  0.00
H -1.99 -5.15 1.77  0.00



# 2
DFT (ωB97M-V with the def2-TZVPD basis set) results for 10 unconnected molecules or ions with the total composition C30H48O30 in a non-equilibrium geometry.

Results
- E_LUMO: 0.2329 eV
- HOMO: -10.1 eV
- Energy: -93312.8511 eV
- Structure (SMILES): COC(=O)OC.COC(=O)OC.COC(=O)OC.COC(=O)OC.O=C1OCCO1.O=C1OCCO1.O=C1OCCO1.O=C1OCCO1.O=C1OCCO1.O=C1OCCO1
- ΔE to the lowest compared entry with this formula, charge and spin: 132.9 kJ/mol

Last column: Löwdin charge in e.
Geometry (Å):
C -5.30 0.35 0.25  -0.05
O -4.71 1.63 0.41  -0.03
C -5.29 2.43 1.31  -0.61
O -6.01 2.09 2.20  0.16
O -4.80 3.65 1.08  -0.02
C -5.49 4.74 1.67  -0.03
H -4.77 -0.30 -0.45  0.08
H -6.36 0.46 0.05  0.10
H -5.14 -0.28 1.14  0.09
H -4.95 5.09 2.55  0.11
H -6.54 4.56 1.90  0.10
H -5.51 5.57 0.95  0.10
C -3.06 0.44 3.63  -0.01
O -1.72 0.08 3.98  0.01
C -0.96 0.94 4.61  -0.62
O -1.25 1.99 5.13  0.13
O 0.30 0.46 4.57  -0.03
C 1.28 0.98 5.44  -0.06
H -3.72 -0.42 3.66  0.10
H -2.98 0.91 2.65  0.07
H -3.41 1.19 4.34  0.10
H 1.19 0.58 6.45  0.10
H 1.27 2.07 5.46  0.09
H 2.28 0.65 5.14  0.09
C 0.50 -4.71 -2.94  -0.04
O 0.08 -3.43 -3.32  0.01
C -1.12 -3.01 -3.00  -0.64
O -1.92 -3.68 -2.39  0.13
O -1.32 -1.81 -3.48  -0.02
C -2.57 -1.12 -3.25  0.00
H 1.59 -4.73 -3.03  0.10
H 0.13 -5.52 -3.58  0.10
H 0.23 -4.99 -1.92  0.09
H -2.91 -1.44 -2.27  0.09
H -3.25 -1.38 -4.05  0.10
H -2.30 -0.07 -3.27  0.08
C -0.06 1.69 -4.50  -0.04
O 1.35 1.73 -4.41  0.00
C 1.85 2.41 -3.37  -0.61
O 1.20 2.87 -2.47  0.12
O 3.16 2.39 -3.46  0.03
C 3.87 2.94 -2.36  -0.01
H -0.59 1.64 -3.55  0.07
H -0.32 0.79 -5.06  0.10
H -0.50 2.55 -5.01  0.10
H 3.81 2.44 -1.39  0.10
H 3.49 3.95 -2.15  0.10
H 4.92 3.06 -2.61  0.10
O -2.21 0.09 0.61  0.16
C -1.14 -0.16 0.16  -0.58
O -0.35 -1.16 0.53  0.11
C 0.88 -1.02 -0.13  -0.12
C 0.57 -0.15 -1.33  -0.10
O -0.57 0.59 -0.83  0.04
H 1.71 -0.56 0.41  0.12
H 1.32 -1.99 -0.37  0.13
H 0.43 -0.69 -2.27  0.11
H 1.34 0.56 -1.62  0.10
O 3.36 -0.89 -2.35  0.17
C 3.32 -0.81 -3.54  -0.58
O 2.26 -1.00 -4.29  0.07
C 2.56 -0.84 -5.65  -0.13
C 3.96 -0.23 -5.65  -0.11
O 4.39 -0.43 -4.30  0.06
H 2.56 -1.78 -6.21  0.13
H 1.95 -0.13 -6.21  0.12
H 3.93 0.84 -5.85  0.12
H 4.65 -0.70 -6.35  0.13
O -1.45 5.03 1.50  0.17
C -1.95 4.59 0.51  -0.59
O -1.99 3.30 0.21  0.05
C -2.34 3.11 -1.17  -0.08
C -3.13 4.41 -1.36  -0.15
O -2.53 5.33 -0.49  0.08
H -1.46 2.92 -1.78  0.11
H -3.03 2.27 -1.17  0.11
H -4.17 4.19 -1.12  0.12
H -3.20 4.69 -2.42  0.13
O 0.68 -4.29 0.86  0.18
C 0.73 -5.34 1.40  -0.55
O 0.76 -6.53 0.78  0.07
C 0.80 -7.56 1.75  -0.12
C 0.43 -6.88 3.07  -0.12
O 0.35 -5.51 2.71  0.05
H 0.07 -8.34 1.52  0.13
H 1.78 -8.03 1.84  0.13
H 1.25 -7.09 3.76  0.12
H -0.48 -7.29 3.51  0.13
O 4.84 -0.64 1.86  0.18
C 4.21 -1.33 2.59  -0.56
O 2.89 -1.63 2.40  0.05
C 2.47 -2.60 3.31  -0.13
C 3.59 -2.68 4.33  -0.10
O 4.64 -1.90 3.73  0.06
H 1.56 -2.24 3.79  0.14
H 2.33 -3.60 2.90  0.11
H 3.90 -3.71 4.48  0.13
H 3.41 -2.15 5.27  0.13
O 3.64 3.16 3.31  0.15
C 2.75 2.96 2.54  -0.58
O 2.85 3.22 1.23  0.07
C 1.62 3.01 0.56  -0.09
C 0.79 2.32 1.66  -0.07
O 1.60 2.36 2.85  0.07
H 1.17 3.97 0.28  0.13
H 1.61 2.39 -0.33  0.08
H 0.53 1.28 1.45  0.11
H -0.13 2.86 1.84  0.12



# 3
DFT (ωB97M-V with the def2-TZVPD basis set) results for ClH2O3P in the gas phase in a non-equilibrium geometry.

Results
- E_LUMO (alpha / beta): 0.5567 / -2.3808 eV
- <S²>: 2.009
- HOMO (alpha / beta): -6.3 / -10.0 eV
- Energy: -27982.2904 eV
- Spin multiplicity: 3
- ΔE to the lowest compared entry with this formula, charge and spin: 115.0 kJ/mol

Last column: Mulliken spin population.
Geometry (Å):
O -0.96 -0.77 -1.04  0.01
O -0.74 0.70 0.85  0.01
O 1.48 -0.69 0.26  0.81
P -0.50 -0.85 0.46  0.04
Cl 1.85 0.56 -0.79  1.14
H -0.74 0.07 -1.45  0.00
H -0.39 0.97 1.70  0.00



# 4
DFT (ωB97M-V with the def2-TZVPD basis set) results for a molecular structure, C21H27CsN6O2S3 in a non-equilibrium geometry.

Results
- E_LUMO: -0.1498 eV
- HOMO: -7.6 eV
- Energy: -68305.5714 eV
- ΔE to the lowest compared entry with this formula, charge and spin: 168.4 kJ/mol

Last column: Löwdin charge in e.
Geometry (Å):
Cs 0.61 2.09 -0.73  1.16
C 7.48 -3.26 1.54  -0.05
C 6.42 -2.34 1.00  -0.27
C 5.24 -2.84 0.44  -0.03
C 4.24 -1.99 0.01  -0.05
C 4.43 -0.62 0.11  -0.28
C 5.60 -0.09 0.63  -0.06
C 6.59 -0.96 1.07  -0.04
S 3.08 0.46 -0.34  0.42
O 2.87 0.36 -1.77  -0.40
O 3.40 1.80 0.12  -0.44
N 1.74 -0.07 0.33  -0.33
C 1.44 0.27 1.62  -0.52
C 2.41 0.59 2.60  -0.02
C 2.02 0.95 3.87  -0.07
C 0.66 0.95 4.18  -0.10
C -0.22 0.60 3.18  -0.18
N 0.13 0.29 1.93  0.06
H 7.20 -4.30 1.41  0.07
H 7.62 -3.07 2.61  0.08
H 8.44 -3.08 1.05  0.08
H 5.10 -3.91 0.37  0.11
H 3.31 -2.35 -0.40  0.12
H 5.71 0.98 0.70  0.11
H 7.51 -0.56 1.50  0.12
H 3.46 0.56 2.34  0.09
H 2.76 1.21 4.61  0.11
H 0.31 1.20 5.17  0.09
H -1.29 0.56 3.38  0.09
C -3.93 -2.92 1.77  0.00
C -4.03 -2.50 0.34  -0.27
C -4.19 -3.36 -0.71  0.02
C -4.23 -2.81 -2.01  -0.30
N -4.17 -1.52 -2.23  0.10
C -4.05 -0.65 -1.20  -0.86
S -4.01 1.00 -1.38  0.62
N -3.95 -1.18 0.08  0.10
C -4.34 -3.70 -3.21  -0.02
H -3.99 -4.00 1.86  0.09
H -4.75 -2.48 2.35  0.09
H -2.99 -2.58 2.20  0.10
H -4.26 -4.42 -0.54  0.12
H -3.80 -0.52 0.82  0.14
H -4.35 -4.75 -2.93  0.08
H -3.50 -3.50 -3.88  0.09
H -5.25 -3.45 -3.76  0.09
C -1.67 4.21 -4.37  -0.11
N -2.73 4.17 -3.39  -0.06
C -2.54 4.43 -2.07  -0.86
S -1.07 4.97 -1.48  0.54
N -3.64 4.28 -1.30  -0.08
C -3.66 4.41 0.15  -0.11
H -2.12 4.18 -5.36  0.08
H -0.98 3.38 -4.26  0.08
H -1.11 5.13 -4.25  0.06
H -3.56 3.65 -3.64  0.13
H -4.41 3.76 -1.69  0.09
H -2.78 4.97 0.46  0.04
H -3.65 3.43 0.63  0.06
H -4.55 4.95 0.45  0.08